{
  "formula": "C26H24FN3O3S",
  "method": "ωB97M-V with the def2-TZVPD basis set",
  "species": ["C", "C", "N", "C", "C", "C", "C", "O", "C", "C", "O", "N", "N", "C", "C", "C", "C", "C", "S", "C", "C", "C", "C", "C", "C", "F", "C", "C", "C", "C", "C", "C", "C", "O", "H", "H", "H", "H", "H", "H", "H", "H", "H", "H", "H", "H", "H", "H", "H", "H", "H", "H", "H", "H", "H", "H", "H", "H"],
  "coordinates": [[4.01107, -1.45490, -2.53773], [3.99331, -2.67358, -1.61904], [2.98486, -2.55636, -0.58776], [3.26902, -1.74509, 0.57689], [2.03449, -0.94856, 0.97839], [0.90048, -1.90703, 1.18933], [-0.11156, -1.66694, 2.12257], [-0.01444, -0.52151, 2.86473], [-1.19518, 0.18354, 3.19981], [-1.09576, 1.58932, 2.60213], [-1.08111, 2.61176, 3.25311], [-0.97583, 1.59094, 1.25385], [-1.02309, 0.47115, 0.50264], [-0.62759, 0.73058, -0.69228], [-0.52220, -0.27070, -1.69909], [-0.98809, -1.56260, -1.65957], [-0.64758, -2.30186, -2.80365], [0.07259, -1.57790, -3.70203], [0.34374, 0.03293, -3.17737], [-0.25398, 2.18498, -0.89156], [-0.61423, 2.79212, 0.47421], [-1.77870, 3.74554, 0.42642], [-3.01425, 3.30458, -0.03525], [-4.09638, 4.16283, -0.08082], [-3.92522, 5.46851, 0.34197], [-4.97550, 6.31343, 0.29538], [-2.70970, 5.93133, 0.81055], [-1.63781, 5.05877, 0.85237], [-1.12066, -2.60786, 2.29757], [-1.14016, -3.76451, 1.53562], [-0.16609, -3.98863, 0.58370], [0.85486, -3.05973, 0.41218], [1.83765, -3.26792, -0.68620], [1.60458, -4.00890, -1.62856], [4.23229, -0.54660, -1.98088], [3.04286, -1.34011, -3.01804], [4.76898, -1.58189, -3.30580], [4.97128, -2.81150, -1.14682], [3.74758, -3.56612, -2.19905], [4.09784, -1.07605, 0.33818], [3.57687, -2.38874, 1.41367], [2.22011, -0.37752, 1.88730], [1.77367, -0.24785, 0.17882], [-1.26769, 0.27345, 4.28831], [-2.08714, -0.30569, 2.79950], [-1.55358, -1.94215, -0.82962], [-0.90376, -3.33450, -2.94774], [0.46899, -1.89376, -4.64640], [-0.83089, 2.62814, -1.70424], [0.80528, 2.28452, -1.13394], [0.23549, 3.27370, 0.96609], [-3.13670, 2.27967, -0.35487], [-5.06087, 3.83370, -0.43357], [-2.61545, 6.95360, 1.14022], [-0.68579, 5.40062, 1.22793], [-1.88701, -2.44707, 3.04141], [-1.92761, -4.48750, 1.68802], [-0.17627, -4.86809, -0.04095]],
  "multiplicity": 1,
  "homo_energy_ev": -8.16,
  "mol_weight_da": 477.561,
  "total_charge": 0,
  "homo_lumo_gap_ha": 0.30321,
  "lumo_ev": 0.09
}



{
  "formula": "C26H24IO5",
  "method": "ωB97M-V with the def2-TZVPD basis set",
  "species": ["C", "O", "C", "C", "C", "C", "C", "C", "C", "C", "C", "C", "C", "C", "C", "H", "H", "H", "H", "H", "H", "H", "H", "H", "H", "H", "H", "H", "C", "C", "C", "O", "C", "O", "C", "I", "C", "C", "C", "C", "C", "C", "C", "O", "O", "H", "H", "H", "H", "H", "H", "H", "H", "H", "H", "H"],
  "coordinates": [[5.85662, -2.32296, -2.52916], [5.33447, -0.97891, -2.30315], [4.03337, -0.78063, -1.96114], [3.70051, 0.48400, -1.42028], [2.40274, 0.75041, -1.01498], [1.40228, -0.23763, -1.06555], [-0.02284, 0.08028, -0.43917], [-1.14249, -0.61363, -1.27584], [-1.99739, 0.16528, -2.04535], [-3.05468, -0.41593, -2.74444], [-3.22568, -1.79846, -2.70815], [-2.24798, -2.60702, -2.10796], [-1.18956, -2.01882, -1.40839], [1.69971, -1.38010, -1.80738], [3.00018, -1.71300, -2.18951], [6.93941, -2.16561, -2.61344], [5.63772, -2.98901, -1.67511], [5.48291, -2.77220, -3.46804], [4.47909, 1.23003, -1.31811], [2.14298, 1.76250, -0.69897], [-0.16835, 1.16006, -0.62641], [-1.84223, 1.23961, -2.08445], [-3.76205, 0.21941, -3.28053], [-4.09249, -2.26944, -3.17653], [-2.31363, -3.69894, -2.14961], [-0.40377, -2.66868, -0.99417], [0.92780, -2.05490, -2.15969], [3.20689, -2.67064, -2.68016], [1.46697, 2.66079, 1.69985], [1.73943, 1.45280, 2.56299], [2.69448, 1.70531, 3.72909], [0.49348, 1.03803, 3.18522], [-0.48007, 0.71435, 2.22118], [-1.61990, 0.89863, 2.61652], [0.02461, -0.06497, 1.01773], [-2.13804, -1.83630, 1.55058], [-3.48679, -0.19446, 1.25135], [-4.73848, -0.46495, 1.80364], [-5.74089, 0.51769, 1.77877], [-5.49618, 1.75713, 1.17246], [-4.22985, 2.04421, 0.64745], [-3.20992, 1.08656, 0.73405], [1.29379, -0.69229, 1.56822], [1.52615, -1.85067, 1.73931], [2.24901, 0.28050, 1.85781], [0.68368, 2.45179, 0.95861], [1.09757, 3.48820, 2.32376], [2.38393, 2.98867, 1.20234], [2.80300, 0.77513, 4.30072], [3.67125, 1.99345, 3.32619], [2.33066, 2.49672, 4.39944], [-4.90464, -1.42749, 2.27824], [-6.70458, 0.31294, 2.24566], [-6.28348, 2.51511, 1.12272], [-3.99507, 3.02527, 0.22051], [-2.21368, 1.39280, 0.43127]],
  "multiplicity": 1,
  "homo_energy_ev": -11.21,
  "mol_weight_da": 543.377,
  "de_lowest_kcal_mol": 0.0,
  "total_charge": 1,
  "homo_lumo_gap_ha": 0.17301,
  "lumo_ev": -6.50
}



{
  "formula": "C26H24N2O7",
  "method": "ωB97M-V with the def2-TZVPD basis set",
  "species": ["C", "O", "C", "C", "C", "C", "C", "C", "N", "C", "O", "C", "C", "O", "C", "O", "C", "C", "C", "O", "N", "C", "C", "C", "C", "C", "O", "C", "O", "C", "C", "C", "C", "C", "C", "H", "H", "H", "H", "H", "H", "H", "H", "H", "H", "H", "H", "H", "H", "H", "H", "H", "H", "H", "H", "H", "H", "H", "H"],
  "coordinates": [[1.00296, 2.83870, 0.40086], [0.90758, 1.46910, 0.07554], [2.04846, 0.70972, 0.07677], [3.32842, 1.20876, 0.20421], [4.39288, 0.31159, 0.17307], [4.15638, -1.06460, 0.01329], [2.87842, -1.58193, -0.11139], [1.82595, -0.68372, -0.07523], [0.48798, -1.07078, -0.17939], [-0.03077, -2.29434, -0.41412], [0.58611, -3.32820, -0.52967], [-1.57014, -2.27819, -0.47807], [-2.13563, -2.60596, 0.89832], [-2.06941, -0.99499, -0.87434], [-2.30672, -0.79385, -2.17248], [-2.13429, -1.61303, -3.03276], [-2.86486, 0.59906, -2.42466], [-1.99380, 1.69613, -1.80237], [-2.67576, 2.03689, -0.48570], [-2.23051, 2.72817, 0.40318], [-3.89552, 1.46489, -0.49439], [-4.84862, 1.60293, 0.58413], [-5.18306, 0.28757, 1.20758], [-6.14983, -0.63148, 0.91425], [-5.96864, -1.70154, 1.82385], [-4.90496, -1.35315, 2.59688], [-4.42381, -0.15637, 2.22977], [-4.21925, 0.75666, -1.70658], [5.31613, -1.77639, 0.00498], [6.31901, -0.87087, 0.15881], [7.67439, -1.14313, 0.20832], [8.53199, -0.06995, 0.37205], [8.05342, 1.23338, 0.48297], [6.70073, 1.50565, 0.43358], [5.81991, 0.44391, 0.26973], [-0.02818, 3.18432, 0.47217], [1.53233, 3.39598, -0.37822], [1.50607, 2.98274, 1.36065], [3.51678, 2.26324, 0.32023], [2.69945, -2.63592, -0.23249], [-0.16167, -0.29945, -0.06973], [-1.87600, -3.02645, -1.21879], [-3.21717, -2.70978, 0.85028], [-1.70229, -3.53816, 1.24904], [-1.88983, -1.80867, 1.59608], [-2.96745, 0.70652, -3.50531], [-0.96106, 1.39513, -1.63347], [-1.98283, 2.59370, -2.42380], [-5.76392, 2.07246, 0.20559], [-4.37632, 2.25339, 1.32570], [-6.90390, -0.55227, 0.15757], [-6.55047, -2.59765, 1.88940], [-4.41721, -1.85197, 3.41055], [-4.68187, -0.20765, -1.47706], [-4.92258, 1.34125, -2.31445], [8.03831, -2.15417, 0.12155], [9.59614, -0.24674, 0.41430], [8.75651, 2.04310, 0.60949], [6.33200, 2.51640, 0.51972]],
  "multiplicity": 1,
  "homo_energy_ev": -7.71,
  "mol_weight_da": 476.485,
  "de_lowest_kcal_mol": 16.2,
  "total_charge": 0,
  "homo_lumo_gap_ha": 0.30509,
  "lumo_ev": 0.59
}



{
  "formula": "C26H25BrClN3O4",
  "method": "ωB97M-V with the def2-TZVPD basis set",
  "species": ["C", "C", "C", "C", "O", "N", "C", "C", "C", "C", "C", "Cl", "C", "C", "O", "N", "C", "C", "C", "C", "C", "Br", "C", "C", "C", "C", "O", "N", "C", "C", "C", "C", "C", "O", "C", "H", "H", "H", "H", "H", "H", "H", "H", "H", "H", "H", "H", "H", "H", "H", "H", "H", "H", "H", "H", "H", "H", "H", "H", "H"],
  "coordinates": [[-2.93365, -3.93856, 2.37167], [-2.15042, -2.65696, 2.62422], [-1.53921, -2.03904, 1.34980], [-2.65440, -1.53375, 0.43487], [-3.54992, -2.16961, -0.04840], [-2.49746, -0.16812, 0.39007], [-3.31828, 0.69818, -0.36915], [-3.72623, 0.31498, -1.64074], [-4.53741, 1.16162, -2.37421], [-4.93263, 2.38480, -1.86051], [-4.50623, 2.75425, -0.59464], [-4.99062, 4.27643, 0.05841], [-3.70407, 1.91984, 0.16552], [-1.36486, 0.27689, 1.10688], [-1.00293, 1.41830, 1.20097], [-0.81425, -0.82825, 1.67659], [0.57815, -1.08392, 2.00224], [1.53283, -0.05378, 1.45626], [1.42934, 0.41520, 0.15204], [2.32890, 1.34357, -0.33534], [3.35184, 1.78808, 0.48358], [4.60251, 3.04892, -0.19055], [3.48076, 1.32704, 1.78106], [2.56341, 0.41170, 2.26154], [0.83866, -2.51976, 1.42834], [1.88712, -2.53252, 0.31973], [3.07092, -2.46905, 0.50283], [1.22403, -2.61620, -0.89067], [1.82537, -2.66854, -2.24810], [3.33071, -2.91053, -2.17793], [1.55354, -1.34773, -2.96997], [1.17142, -3.83624, -2.99485], [-0.15177, -2.59003, -0.72812], [-0.96178, -2.34058, -1.57960], [-0.45360, -2.91718, 0.72689], [-3.46543, -4.22355, 3.27556], [-2.27672, -4.75993, 2.09599], [-3.65701, -3.78967, 1.57512], [-1.34240, -2.84398, 3.33517], [-2.81306, -1.90792, 3.06393], [-3.41232, -0.63575, -2.04028], [-4.86151, 0.86793, -3.36057], [-5.56244, 3.04746, -2.43238], [-3.37299, 2.21999, 1.14591], [0.68470, -1.11183, 3.09429], [0.63470, 0.07386, -0.49456], [2.23359, 1.72378, -1.34107], [4.28348, 1.68102, 2.40900], [2.65677, 0.05395, 3.27590], [1.15725, -3.19150, 2.22542], [3.84537, -2.08586, -1.69525], [3.55754, -3.82332, -1.63386], [3.71026, -3.00945, -3.19180], [1.93226, -1.40970, -3.98645], [2.05996, -0.53075, -2.46256], [0.48763, -1.14171, -3.01295], [0.10879, -3.66550, -3.13914], [1.63541, -3.94508, -3.97085], [1.30895, -4.76404, -2.44267], [-0.69125, -3.97958, 0.79161]],
  "multiplicity": 1,
  "homo_energy_ev": -9.01,
  "mol_weight_da": 558.860,
  "total_charge": 0,
  "homo_lumo_gap_ha": 0.34510,
  "lumo_ev": 0.38
}